Entry 1:
DFT (ωB97M-V/def2-TZVPD) results for C26H30N4O3S3SbW as an isolated structure in a non-equilibrium geometry.

Last column: Mulliken charge in e.
CARTESIAN COORDINATES (ANGSTROEM)
W (-0.38, -0.40, -0.62)  0.920
C (2.83, -2.69, 0.04)  -1.549
N (1.48, -2.56, -0.55)  0.705
C (1.65, -2.96, -1.97)  -1.098
C (2.31, -1.88, -2.84)  -0.999
C (2.39, -0.47, -2.25)  -0.442
N (1.15, 0.07, -1.73)  0.622
C (0.68, 1.22, -2.39)  -2.063
C (0.46, 2.48, -1.67)  1.706
C (0.78, 3.70, -2.26)  -1.114
C (0.53, 4.88, -1.59)  -0.766
C (-0.06, 4.86, -0.33)  -0.602
C (-0.43, 3.66, 0.25)  -0.872
C (-0.18, 2.47, -0.43)  0.408
O (-0.61, 1.29, 0.05)  0.462
C (0.60, -3.57, 0.08)  -0.945
C (0.61, -3.52, 1.60)  -1.204
C (0.55, -2.10, 2.16)  -0.065
N (-0.53, -1.31, 1.58)  -0.191
C (-1.50, -1.05, 2.40)  0.032
C (-2.76, -0.47, 2.11)  0.493
C (-3.68, -0.22, 3.14)  -0.743
C (-4.94, 0.22, 2.85)  -0.784
C (-5.32, 0.39, 1.51)  -0.633
C (-4.45, 0.13, 0.48)  -0.935
C (-3.14, -0.27, 0.77)  0.445
O (-2.27, -0.57, -0.17)  -0.164
H (3.14, -3.74, 0.05)  0.341
H (2.88, -2.30, 1.05)  0.393
H (3.55, -2.14, -0.57)  0.504
H (0.68, -3.20, -2.38)  0.603
H (2.24, -3.88, -2.01)  0.658
H (1.77, -1.83, -3.79)  0.255
H (3.34, -2.17, -3.08)  0.432
H (2.77, 0.19, -3.03)  0.721
H (3.12, -0.43, -1.44)  -0.323
H (1.14, 1.39, -3.36)  1.065
H (1.22, 3.72, -3.25)  0.483
H (0.79, 5.82, -2.05)  0.441
H (-0.26, 5.78, 0.20)  0.472
H (-0.94, 3.62, 1.20)  0.515
H (0.89, -4.57, -0.24)  0.527
H (-0.42, -3.39, -0.28)  0.294
H (1.51, -4.00, 2.00)  0.377
H (-0.25, -4.09, 1.95)  0.443
H (1.49, -1.60, 1.96)  -0.700
H (0.43, -2.15, 3.24)  0.807
H (-1.37, -1.37, 3.43)  0.437
H (-3.38, -0.39, 4.17)  0.416
H (-5.65, 0.43, 3.65)  0.427
H (-6.33, 0.72, 1.28)  0.451
H (-4.74, 0.26, -0.55)  0.607
S (-1.25, 0.57, -5.26)  -0.538
Sb (-1.54, 0.59, -3.03)  1.060
S (-3.18, 1.86, -2.15)  -0.489
S (-1.28, -1.81, -2.33)  -0.453
O (1.69, 0.27, 0.82)  0.545
N (2.47, 0.48, 1.84)  -0.554
C (3.80, 0.40, 1.70)  0.045
C (4.64, 0.58, 2.78)  -0.937
C (4.11, 0.86, 4.03)  -0.239
C (2.73, 0.96, 4.15)  -1.011
C (1.93, 0.77, 3.05)  0.015
H (4.15, 0.19, 0.70)  0.431
H (5.71, 0.50, 2.63)  0.453
H (4.76, 1.01, 4.88)  0.419
H (2.27, 1.19, 5.10)  0.431
H (0.85, 0.84, 3.07)  0.547

Values from the calculation:
Highest occupied orbital energy: -10.16 eV
Gap between HOMO and LUMO: 5.7 eV
Spin multiplicity: 1
Total charge: +1

Entry 2:
DFT (ωB97M-V/def2-TZVPD) results for Cl3CuF2NO4S2 as an isolated structure in a non-equilibrium geometry.

Last column: Mulliken charge in e.
CARTESIAN COORDINATES (ANGSTROEM)
Cu (-0.15, -0.27, -1.99)  0.706
Cl (0.70, -2.67, -3.07)  -0.901
Cl (1.92, 1.67, -2.70)  -0.949
Cl (-2.35, 0.48, -3.32)  -0.880
N (0.06, -0.22, 0.23)  -0.045
S (-0.64, 1.12, 1.01)  1.071
O (0.20, 2.05, 1.70)  -0.584
O (-1.95, 0.84, 1.56)  -0.604
F (-1.11, 1.90, -0.31)  -0.249
S (0.66, -0.89, 1.54)  0.954
O (-0.37, -1.42, 2.41)  -0.629
O (1.85, -0.37, 2.14)  -0.606
F (1.18, -2.21, 0.81)  -0.284

Values from the calculation:
Highest occupied orbital energy: 1.30 eV
Gap between HOMO and LUMO: 5.9 eV
Spin multiplicity: 1
Total charge: -3

Entry 3:
DFT (ωB97M-V/def2-TZVPD) results for C22H48N2O6PdS4 as an isolated structure in a non-equilibrium geometry.

Last column: Mulliken charge in e.
CARTESIAN COORDINATES (ANGSTROEM)
Pd (-3.31, -2.47, 0.06)  0.381
C (-0.31, 0.50, 1.62)  -1.078
C (-1.01, 0.32, 0.18)  1.623
C (0.12, 0.02, -0.77)  -0.140
O (-2.12, -0.57, 0.16)  -0.487
H (-0.83, 0.89, 2.50)  0.491
H (0.61, 1.09, 1.61)  -0.172
H (0.07, -0.45, 1.98)  0.264
H (-1.25, 1.37, 0.03)  -0.945
H (0.36, -1.04, -0.79)  0.301
H (1.03, 0.55, -0.49)  -0.682
H (-0.28, 0.27, -1.75)  0.081
C (-0.52, -4.21, 1.59)  -1.085
C (-1.91, -4.90, 1.95)  0.696
C (-1.90, -5.27, 3.40)  -1.348
O (-3.03, -4.01, 1.69)  -0.801
H (0.33, -4.68, 2.07)  0.423
H (-0.59, -3.16, 1.89)  -0.044
H (-0.46, -4.17, 0.50)  0.296
H (-2.05, -5.81, 1.37)  0.164
H (-1.34, -4.55, 3.99)  0.173
H (-1.31, -6.17, 3.51)  0.435
H (-2.85, -5.46, 3.90)  0.363
C (-2.23, 3.54, -1.51)  -0.616
S (-1.47, 2.93, -3.04)  0.535
O (-1.74, 4.02, -4.07)  -0.711
C (0.31, 3.19, -2.68)  -0.152
H (-3.27, 3.21, -1.49)  0.268
H (-2.14, 4.62, -1.63)  0.454
H (-1.81, 3.30, -0.53)  -0.108
H (0.37, 2.80, -1.66)  -0.374
H (0.63, 4.23, -2.66)  0.228
H (0.90, 2.55, -3.34)  0.442
C (6.26, 0.91, -0.09)  -0.987
S (4.95, 2.15, 0.07)  0.397
O (4.95, 2.76, -1.36)  -0.615
C (3.63, 0.93, 0.04)  -0.484
H (7.26, 1.31, 0.07)  0.350
H (6.37, 0.60, -1.13)  0.337
H (6.04, -0.03, 0.41)  0.328
H (2.83, 1.41, -0.53)  -0.116
H (3.04, 0.90, 0.95)  0.372
H (3.77, -0.13, -0.18)  0.302
C (-3.13, -0.15, -3.84)  -0.301
S (-4.68, -0.60, -2.86)  0.284
O (-4.17, -1.46, -1.70)  -0.387
C (-5.15, 1.01, -2.08)  -0.749
H (-2.31, 0.08, -3.15)  -0.341
H (-3.21, 0.62, -4.60)  0.419
H (-2.80, -1.07, -4.33)  0.390
H (-4.44, 1.19, -1.27)  0.080
H (-6.19, 1.10, -1.75)  0.412
H (-5.13, 1.82, -2.82)  0.367
C (-1.27, -0.55, 4.91)  -0.542
S (-2.75, -0.68, 5.90)  0.395
O (-3.71, 0.42, 5.52)  -0.645
C (-3.50, -2.10, 4.96)  -0.736
H (-1.31, -0.87, 3.87)  -0.051
H (-0.59, -1.29, 5.33)  0.426
H (-0.91, 0.48, 5.02)  0.333
H (-4.48, -2.31, 5.37)  0.417
H (-2.84, -2.92, 5.25)  0.221
H (-3.41, -2.01, 3.87)  0.189
N (0.49, 6.21, -0.23)  1.166
C (1.79, 6.06, -0.63)  -1.856
C (2.37, 4.93, -0.09)  -0.495
C (1.40, 4.23, 0.65)  0.003
C (0.22, 5.13, 0.61)  -2.240
H (-0.20, 6.92, -0.42)  1.349
H (2.18, 6.83, -1.28)  0.397
H (3.42, 4.64, -0.13)  0.523
H (1.50, 3.28, 1.15)  0.664
H (-0.71, 4.98, 1.13)  0.517
N (4.12, -4.26, -3.73)  0.026
C (4.51, -4.46, -2.43)  -0.586
C (3.86, -3.56, -1.66)  -0.483
C (2.91, -2.93, -2.48)  -0.033
C (3.15, -3.32, -3.74)  -0.686
H (4.43, -4.73, -4.56)  0.190
H (5.35, -5.11, -2.22)  0.368
H (4.09, -3.42, -0.62)  0.386
H (2.17, -2.30, -2.02)  0.462
H (2.81, -3.15, -4.75)  0.383

Values from the calculation:
Highest occupied orbital energy (spin up / spin down): -1.13 / -4.12 eV
Gap between HOMO and LUMO (spin up / spin down): 2.9 / 2.4 eV
Spin multiplicity: 4
<S²>: 3.77
Total charge: -1

Entry 4:
DFT (ωB97M-V/def2-TZVPD) results for an isolated ion of composition C33H36Cl2NOSi and charge +1 in a non-equilibrium geometry.

Last column: Mulliken charge in e.
CARTESIAN COORDINATES (ANGSTROEM)
C (2.52, 2.73, -4.55)  -0.924
Si (1.79, 4.45, -4.67)  1.275
C (2.86, 5.42, -5.82)  -1.328
C (0.00, 4.41, -5.16)  -1.018
O (1.90, 5.05, -3.12)  -1.082
C (1.99, 6.23, -2.34)  3.535
C (3.46, 6.53, -2.02)  -0.811
C (4.38, 5.49, -2.05)  -0.103
C (5.74, 5.72, -1.77)  -0.915
C (6.18, 7.02, -1.48)  -0.668
C (5.27, 8.07, -1.45)  -0.991
C (3.90, 7.82, -1.63)  0.019
C (1.41, 7.38, -3.20)  0.032
C (2.23, 8.16, -4.02)  -0.395
C (1.69, 9.11, -4.91)  -0.870
C (0.31, 9.24, -5.02)  -0.540
C (-0.53, 8.48, -4.19)  -0.872
C (0.02, 7.53, -3.32)  -0.424
C (1.25, 5.93, -0.99)  -1.435
C (2.01, 6.13, 0.30)  -0.899
C (1.07, 5.58, 1.38)  -0.972
C (-0.02, 4.82, 0.62)  -0.545
N (0.55, 4.60, -0.76)  -0.083
C (0.99, 2.85, -0.92)  1.831
C (1.55, 2.14, 0.29)  0.492
C (2.92, 2.24, 0.54)  0.084
C (3.57, 1.46, 1.50)  -1.083
C (2.83, 0.56, 2.28)  0.313
Cl (3.63, -0.42, 3.44)  -0.175
C (1.45, 0.43, 2.07)  -1.154
C (0.83, 1.19, 1.06)  0.022
C (-0.20, 2.12, -1.53)  -0.051
C (-0.01, 1.28, -2.63)  -0.278
C (-1.08, 0.63, -3.25)  -1.094
C (-2.36, 0.74, -2.70)  0.258
Cl (-3.69, -0.03, -3.47)  -0.184
C (-2.56, 1.47, -1.52)  -1.080
C (-1.49, 2.20, -0.97)  0.192
H (2.06, 2.07, -5.30)  0.419
H (3.60, 2.78, -4.75)  0.369
H (2.38, 2.28, -3.57)  -0.030
H (3.08, 4.78, -6.69)  0.470
H (2.36, 6.33, -6.18)  0.292
H (3.81, 5.70, -5.34)  0.301
H (-0.07, 3.96, -6.16)  0.449
H (-0.61, 3.81, -4.47)  0.215
H (-0.43, 5.42, -5.21)  0.286
H (4.05, 4.49, -2.34)  0.314
H (6.43, 4.88, -1.80)  0.454
H (7.24, 7.20, -1.25)  0.410
H (5.62, 9.11, -1.29)  0.442
H (3.18, 8.63, -1.49)  0.519
H (3.32, 8.02, -4.01)  0.403
H (2.37, 9.73, -5.51)  0.400
H (-0.12, 9.93, -5.76)  0.424
H (-1.61, 8.62, -4.23)  0.413
H (-0.65, 6.91, -2.73)  0.234
H (0.42, 6.65, -0.95)  0.615
H (2.92, 5.52, 0.23)  0.341
H (2.31, 7.18, 0.46)  0.574
H (1.60, 4.91, 2.08)  0.378
H (0.62, 6.41, 1.94)  0.329
H (-0.34, 3.87, 1.07)  0.581
H (-0.91, 5.46, 0.52)  0.489
H (-0.20, 4.53, -1.46)  0.532
H (1.79, 2.96, -1.68)  -1.263
H (3.50, 2.93, -0.07)  0.432
H (4.64, 1.57, 1.66)  0.439
H (0.88, -0.25, 2.69)  0.457
H (-0.23, 1.00, 0.87)  0.413
H (0.99, 1.11, -3.00)  0.593
H (-0.92, 0.05, -4.15)  0.461
H (-3.55, 1.48, -1.05)  0.414
H (-1.68, 2.79, -0.07)  0.351

Values from the calculation:
Structure (SMILES): C[Si](C)(C)OC(c1ccccc1)(c1ccccc1)[C@@H]1CCC[N@@H+]1C(c1ccc(Cl)cc1)c1ccc(Cl)cc1
Highest occupied orbital energy: -11.63 eV
Gap between HOMO and LUMO: 8.6 eV
Spin multiplicity: 1
Total charge: +1

Entry 5:
DFT (ωB97M-V/def2-TZVPD) results for an isolated ion of composition C4H8N and charge +1 in a non-equilibrium geometry.

Last column: Mulliken charge in e.
CARTESIAN COORDINATES (ANGSTROEM)
C (-2.26, -0.01, -0.06)  -0.779
C (-0.93, 0.46, 0.07)  -0.003
C (0.15, 0.63, 0.79)  0.245
N (1.30, -0.01, 0.59)  -0.206
C (1.75, -0.44, -0.76)  -0.705
H (-2.20, -0.95, -0.62)  0.308
H (-2.68, -0.16, 0.94)  0.318
H (-2.87, 0.67, -0.64)  0.340
H (2.58, 0.17, -1.10)  0.292
H (0.21, 1.33, 1.63)  0.371
H (1.98, 0.10, 1.32)  0.248
H (2.04, -1.47, -0.74)  0.296
H (0.91, -0.31, -1.43)  0.275

Values from the calculation:
Highest occupied orbital energy: -13.92 eV
Gap between HOMO and LUMO: 7.3 eV
Spin multiplicity: 1
Total charge: +1

Entry 6:
DFT (ωB97M-V/def2-TZVPD) results for C36H38Cl2N5O2Si2Ti as an isolated structure in a non-equilibrium geometry.

Last column: Mulliken charge in e.
CARTESIAN COORDINATES (ANGSTROEM)
Ti (0.35, 0.26, -0.21)  -2.752
C (-1.53, 5.31, 1.42)  -0.548
C (-1.76, 5.11, 0.03)  -1.188
C (-1.75, 3.82, -0.51)  -0.397
C (-1.47, 2.71, 0.26)  -0.658
C (-1.02, 2.88, 1.68)  1.384
C (-1.22, 4.26, 2.22)  -1.139
N (-1.46, 1.41, -0.25)  1.409
C (-2.34, 1.13, -1.29)  -0.648
C (-3.65, 1.61, -1.41)  0.042
C (-4.45, 1.20, -2.46)  -0.781
C (-3.97, 0.30, -3.41)  -0.822
C (-2.68, -0.19, -3.30)  -0.275
C (-1.88, 0.22, -2.23)  -0.331
N (-0.55, -0.17, -2.02)  2.044
N (0.01, -0.66, -3.10)  -1.125
C (1.34, -0.87, -2.97)  -0.347
C (2.06, -1.25, -4.13)  -0.483
C (3.41, -1.46, -4.03)  -0.508
C (4.04, -1.29, -2.80)  -1.013
C (3.27, -0.92, -1.72)  -0.527
N (1.95, -0.72, -1.78)  1.046
H (-1.62, 6.30, 1.84)  0.387
H (-1.96, 5.96, -0.61)  0.370
H (-1.97, 3.68, -1.56)  0.528
H (-1.55, 2.15, 2.31)  0.236
H (-1.07, 4.41, 3.28)  0.437
H (-4.02, 2.31, -0.67)  0.470
H (-5.47, 1.58, -2.53)  0.380
H (-4.61, -0.02, -4.23)  0.367
H (-2.27, -0.88, -4.02)  0.468
H (1.51, -1.36, -5.05)  0.510
H (3.98, -1.75, -4.91)  0.384
H (5.10, -1.44, -2.67)  0.455
H (3.72, -0.78, -0.76)  0.402
C (-0.38, -5.07, 0.55)  -1.381
Si (-0.26, -3.42, -0.38)  0.357
C (1.27, -3.80, -1.39)  -1.117
C (-1.76, -3.40, -1.48)  -0.681
C (-0.10, -1.88, 0.68)  4.610
C (1.24, -1.88, 1.35)  -2.501
C (1.70, -2.77, 2.33)  -0.541
C (2.92, -2.55, 2.93)  -0.853
C (3.68, -1.44, 2.57)  -1.362
C (3.18, -0.61, 1.59)  -0.504
N (2.02, -0.85, 0.98)  1.104
Si (-1.47, -1.73, 1.98)  0.547
C (-0.96, -0.67, 3.44)  -0.826
C (-2.00, -3.30, 2.90)  -1.292
C (-3.07, -1.12, 1.26)  -0.590
H (-0.32, -5.85, -0.21)  0.419
H (-1.31, -5.21, 1.10)  0.362
H (0.45, -5.23, 1.25)  0.313
H (1.29, -4.88, -1.58)  0.600
H (2.19, -3.54, -0.84)  0.194
H (1.30, -3.29, -2.35)  0.224
H (-1.69, -4.25, -2.17)  0.440
H (-1.84, -2.49, -2.07)  -0.028
H (-2.68, -3.51, -0.90)  0.258
H (1.08, -3.61, 2.62)  0.286
H (3.28, -3.23, 3.70)  0.447
H (4.63, -1.22, 3.04)  0.438
H (3.71, 0.28, 1.27)  0.642
H (-0.07, -1.10, 3.92)  0.280
H (-1.78, -0.68, 4.16)  0.475
H (-0.73, 0.36, 3.17)  -0.139
H (-1.16, -3.83, 3.37)  0.261
H (-2.55, -4.00, 2.29)  0.352
H (-2.67, -2.96, 3.70)  0.346
H (-2.94, -0.27, 0.58)  -0.248
H (-3.75, -0.81, 2.06)  0.450
H (-3.57, -1.92, 0.70)  0.311
Cl (3.15, 6.82, 1.31)  -0.275
C (2.58, 5.30, 0.64)  0.091
C (2.84, 5.00, -0.68)  -0.674
C (2.39, 3.79, -1.18)  0.372
Cl (2.75, 3.39, -2.84)  -0.255
C (1.68, 2.87, -0.40)  -0.359
O (1.33, 1.71, -0.95)  0.249
C (1.39, 3.23, 0.92)  -0.587
C (0.46, 2.39, 1.79)  -0.316
O (0.46, 1.05, 1.42)  0.210
C (1.86, 4.43, 1.44)  -0.503
H (3.39, 5.68, -1.31)  0.452
H (0.76, 2.50, 2.83)  0.752
H (1.64, 4.69, 2.46)  0.412

Values from the calculation:
Highest occupied orbital energy (spin up / spin down): -3.31 / -4.56 eV
Gap between HOMO and LUMO (spin up / spin down): 5.8 / 6.5 eV
Spin multiplicity: 3
<S²>: 2.05
Total charge: -1

Entry 7:
DFT (ωB97M-V/def2-TZVPD) results for one molecule with the formula C24H22ClNOS in a non-equilibrium geometry.

Last column: Mulliken charge in e.
CARTESIAN COORDINATES (ANGSTROEM)
C (2.06, 0.94, 1.44)  -2.281
C (1.17, -0.16, 1.84)  2.748
C (2.04, -1.42, 1.96)  -1.719
C (0.54, 0.15, 3.19)  -2.047
C (-0.08, -0.39, 0.93)  -1.685
C (0.30, -0.66, -0.64)  -0.907
C (0.54, 0.33, -1.54)  1.589
C (0.46, 1.73, -1.29)  -0.332
C (0.44, 2.99, -1.29)  0.078
C (0.58, 4.43, -1.30)  0.581
C (0.35, 5.21, -2.44)  -0.435
C (0.42, 6.61, -2.30)  -0.416
C (0.56, 7.20, -1.06)  -0.351
C (0.79, 6.44, 0.15)  -0.547
C (0.84, 5.04, 0.00)  -0.469
S (0.83, -0.24, -3.05)  -0.372
C (0.42, -1.78, -2.55)  0.203
N (0.47, -2.85, -3.39)  -0.568
C (0.23, -1.95, -1.23)  0.544
C (0.00, -3.27, -0.68)  -0.472
O (0.90, -4.03, -0.76)  -0.542
C (-1.38, -3.83, -0.34)  0.426
C (-2.62, -3.09, -0.59)  -0.229
C (-3.77, -3.56, -0.01)  -0.640
C (-3.82, -4.64, 0.86)  0.226
Cl (-5.29, -5.02, 1.73)  -0.208
C (-2.70, -5.46, 0.95)  -0.379
C (-1.50, -5.09, 0.31)  -0.564
H (2.73, 1.14, 2.20)  0.616
H (2.68, 0.64, 0.52)  0.291
H (1.75, 1.89, 1.20)  0.420
H (1.50, -2.29, 2.37)  0.341
H (2.20, -1.71, 0.87)  0.277
H (2.89, -1.30, 2.44)  0.602
H (-0.19, 0.96, 3.18)  0.434
H (1.33, 0.39, 3.97)  0.365
H (0.00, -0.68, 3.51)  0.506
H (-0.66, -1.27, 1.42)  0.385
H (-0.68, 0.45, 0.96)  0.787
H (-0.04, 4.79, -3.35)  0.405
H (0.34, 7.40, -3.12)  0.258
H (0.62, 8.27, -0.96)  0.346
H (0.90, 6.99, 1.10)  0.348
H (0.82, 4.42, 0.88)  0.317
H (0.51, -3.71, -2.81)  0.336
H (1.20, -2.70, -4.05)  0.246
H (-2.73, -2.27, -1.24)  0.538
H (-4.75, -2.93, -0.01)  0.223
H (-2.62, -6.38, 1.56)  0.341
H (-0.59, -5.70, 0.46)  0.390

Values from the calculation:
Structure (SMILES): CC(C)(C)Cc1c(C#Cc2ccccc2)sc(N)c1C(=O)c1ccc(Cl)cc1
Highest occupied orbital energy: -7.45 eV
Gap between HOMO and LUMO: 7.1 eV
Spin multiplicity: 1

Entry 8:
DFT (ωB97M-V/def2-TZVPD) results for a 5-piece molecular cluster, CH12O5 overall.

Last column: Mulliken charge in e.
CARTESIAN COORDINATES (ANGSTROEM)
C (-1.98, 1.24, 0.15)  -0.403
O (-3.32, 0.79, 0.10)  -0.452
H (-1.61, 1.69, -0.77)  0.239
H (-1.29, 0.44, 0.42)  -0.161
H (-1.88, 2.00, 0.92)  0.296
H (-3.47, 0.39, -0.76)  0.305
H (4.42, -1.08, 1.36)  0.500
H (3.87, -1.36, 2.79)  0.579
O (3.73, -0.81, 2.00)  -1.214
H (0.78, 0.41, -1.75)  0.329
H (0.67, 1.57, -2.68)  0.320
O (0.20, 0.76, -2.44)  -0.877
H (-1.38, -2.60, 0.36)  0.398
H (-1.40, -1.37, -0.53)  0.304
O (-1.83, -2.22, -0.41)  -0.792
H (2.23, 0.08, 0.15)  0.464
H (1.01, 0.01, 1.02)  0.299
O (1.26, 0.07, 0.09)  -1.133

Values from the calculation:
Highest occupied orbital energy (spin up / spin down): 0.49 / -7.32 eV
Gap between HOMO and LUMO (spin up / spin down): 2.8 / 10.5 eV
Spin multiplicity: 2
<S²>: 0.75
Total charge: -1